[1]
{"formula": "C2H12N2O4", "method": "ωB97M-V with the def2-TZVPD basis set", "e_tot_ha": -493.88956, "orbital_gap_ev": 10.59, "smiles": "NCC(N)=O.O.O.O", "spin_multiplicity": 1, "e_homo_ev": -9.97, "e_lumo_ev": 0.625, "species": ["N", "C", "C", "N", "O", "H", "H", "H", "H", "H", "H", "O", "H", "H", "O", "H", "H", "O", "H", "H"], "xyz": [[-1.02221, -0.87533, -0.90594], [-0.32425, -0.67944, 0.35696], [0.82803, 0.31209, 0.12470], [1.78185, -0.10102, -0.73318], [0.74887, 1.43799, 0.59919], [-1.79377, -1.49442, -0.83335], [-1.31886, -0.01596, -1.34458], [-1.04367, -0.32809, 1.09846], [0.13060, -1.59212, 0.75826], [1.91570, -1.08550, -0.90551], [2.40093, 0.52237, -1.20868], [-0.08498, 1.47830, 3.47242], [0.42853, 1.22016, 2.70071], [-0.25792, 2.38153, 3.28871], [-1.90783, 2.40678, -1.06845], [-1.22152, 2.07903, -0.46519], [-2.14511, 3.33302, -0.87224], [1.06571, -3.12002, -0.97452], [1.29730, -3.50651, -1.84142], [0.52260, -2.37285, -1.24636]], "forces_ev_per_angstrom": [[1.320, -0.466, -0.700], [0.028, 0.093, 0.325], [-1.109, 0.266, -0.044], [0.040, -0.471, 0.179], [0.357, 0.151, -0.247], [-0.701, -0.435, 0.206], [-0.080, 0.125, 0.115], [0.592, 0.448, 0.373], [-0.332, -0.232, -0.351], [-0.168, -0.026, -0.043], [0.207, 0.471, 0.293], [0.271, -1.202, 0.285], [0.037, -0.091, -0.189], [-0.367, 1.354, -0.111], [-0.222, 0.053, -0.172], [-0.162, 0.803, 0.130], [0.554, -0.861, 0.182], [0.522, -0.258, -0.918], [-0.025, -0.014, 0.706], [-0.762, 0.293, -0.019]]}

[2]
{"formula": "C2H12N3O2", "method": "ωB97M-V with the def2-TZVPD basis set", "e_tot_ha": -398.04402, "orbital_gap_ev": [4.04, 9.36], "s2": 0.754, "spin_multiplicity": 2, "e_homo_ev": [-3.29, -8.87], "e_lumo_ev": [0.756, 0.480], "species": ["C", "N", "C", "N", "N", "H", "H", "H", "H", "H", "H", "H", "H", "H", "H", "O", "H", "H", "O"], "xyz": [[-1.39024, 1.51681, 1.52924], [-0.24762, 1.30247, 0.70809], [-0.34853, 0.98726, -0.63786], [0.77283, 0.93328, -1.44321], [-1.57970, 0.58208, -1.13412], [-1.01048, 1.70643, 2.53723], [-2.05757, 0.67549, 1.68608], [-1.93975, 2.44884, 1.32875], [0.69654, 1.43721, 1.01960], [1.63921, 0.49870, -1.08840], [0.55374, 0.32883, -2.21226], [-1.78344, 0.41347, -2.09805], [-2.41449, 0.94739, -0.68396], [0.19636, -3.06738, -0.80754], [1.49529, -2.18348, -0.64540], [0.62813, -2.24461, -1.05855], [0.98958, -2.54465, 1.92615], [2.19808, -1.50644, 2.14357], [1.68902, -2.03083, 1.52050]], "forces_ev_per_angstrom": [[0.731, 0.885, 1.625], [0.180, -0.848, -0.904], [-0.447, 1.312, 0.033], [0.712, -0.004, -0.466], [-1.447, -0.789, 0.765], [0.071, -0.066, 0.046], [-0.180, -0.233, -0.562], [-0.216, -0.220, -0.544], [-0.215, 0.073, 0.454], [-0.357, 0.032, 0.720], [-0.134, -0.241, -0.733], [0.690, 0.084, -0.303], [0.599, 0.009, -0.073], [0.394, 0.076, 0.143], [-0.242, -0.318, 0.397], [-0.325, 0.211, -0.738], [0.082, 0.290, 0.526], [-0.418, -0.275, 0.395], [0.522, 0.021, -0.782]]}

[3]
{"formula": "C2H12N4O4Rb", "method": "ωB97M-V with the def2-TZVPD basis set", "e_tot_ha": -626.89477, "orbital_gap_ev": [8.56, 2.88], "s2": 0.757, "spin_multiplicity": 2, "total_charge": 2, "e_homo_ev": [-15.51, -15.51], "e_lumo_ev": [-6.946, -12.630], "species": ["Rb", "C", "O", "N", "N", "H", "H", "H", "H", "C", "O", "N", "N", "H", "H", "H", "H", "O", "H", "H", "O", "H", "H"], "xyz": [[-0.08106, 1.64693, -1.12417], [0.06301, 1.29494, 2.92313], [-0.00537, 1.85977, 1.81699], [-0.41589, 0.17292, 3.23025], [0.95595, 1.62461, 3.74331], [0.07826, -0.40308, 3.89669], [-0.91528, -0.22545, 2.44794], [1.70492, 2.16215, 3.33077], [1.29156, 0.89864, 4.36010], [1.54072, -1.91931, -2.09653], [0.93222, -0.82833, -1.92572], [1.10266, -3.13501, -2.02427], [2.82623, -1.87454, -2.44569], [0.14508, -3.19669, -1.70911], [1.61363, -3.95211, -2.32650], [3.22457, -0.95421, -2.56580], [3.35047, -2.66922, -2.78297], [-2.61545, 2.62150, 0.11355], [-3.11957, 1.87328, -0.20623], [-3.21561, 3.08231, 0.69981], [-2.55304, 0.88331, -2.30339], [-2.41656, 0.17779, -2.93572], [-3.49150, 0.85977, -2.11639]], "forces_ev_per_angstrom": [[0.032, 0.012, -0.586], [0.239, -0.383, -0.833], [-0.793, 1.246, -1.702], [-3.986, -4.118, -1.255], [5.229, 3.364, 2.688], [-0.630, -0.361, -0.118], [-0.554, -1.005, 0.620], [0.295, 0.948, 0.670], [0.198, 0.305, 0.349], [1.717, 2.939, -1.006], [-0.477, -1.186, 0.704], [-2.987, -1.946, 0.922], [1.826, 0.930, -0.407], [0.125, -0.659, -0.276], [-0.203, 0.255, 0.196], [0.021, -0.340, -0.155], [-0.113, 0.214, 0.161], [0.552, -0.259, 0.148], [-0.214, -0.164, -0.168], [-0.189, 0.356, 0.190], [0.263, 0.094, 0.400], [0.031, -0.287, -0.319], [-0.385, 0.046, -0.225]]}

[4]
{"formula": "C2H12NO2S", "method": "ωB97M-V with the def2-TZVPD basis set", "e_tot_ha": -686.58470, "orbital_gap_ev": 9.91, "spin_multiplicity": 1, "total_charge": 1, "e_homo_ev": -12.99, "e_lumo_ev": -3.077, "species": ["C", "C", "S", "N", "H", "H", "H", "H", "H", "H", "H", "H", "H", "H", "O", "H", "H", "O"], "xyz": [[-0.40105, 1.23913, 0.12725], [-0.75595, 0.96382, 1.59830], [-0.48449, -0.74038, 2.04533], [0.78203, 0.45448, -0.34067], [-0.12399, 2.28538, 0.02274], [-1.23373, 1.02958, -0.53569], [-1.80243, 1.22061, 1.73151], [-0.11535, 1.61568, 2.19561], [-1.15502, -0.67932, 3.21572], [0.95886, 0.65541, -1.34277], [0.62603, -0.55782, -0.24836], [1.63145, 0.67874, 0.16502], [0.65483, -3.03502, -2.12457], [1.58628, -2.63727, -0.94353], [0.84964, -2.36760, -1.47342], [0.18905, 2.24556, -3.16423], [-0.56216, 0.83706, -3.31037], [0.18240, 1.32458, -2.91299]], "forces_ev_per_angstrom": [[-0.107, 0.092, 0.472], [0.473, 0.847, -0.527], [-0.216, -0.709, 0.411], [0.079, -0.301, -0.335], [-0.143, 0.039, -0.110], [0.116, -0.199, -0.114], [0.030, 0.173, 0.096], [-0.280, -0.049, 0.220], [0.212, -0.099, -0.268], [-0.381, -0.037, -0.007], [-0.067, 0.022, -0.262], [0.120, 0.111, 0.345], [0.094, -0.460, -0.173], [0.635, -0.753, 0.153], [-0.639, 1.319, 0.185], [-0.361, 0.219, -0.467], [0.460, 0.743, -0.047], [-0.024, -0.959, 0.429]]}

[5]
{"formula": "C2H12NO3", "method": "ωB97M-V with the def2-TZVPD basis set", "e_tot_ha": -363.57214, "orbital_gap_ev": 10.30, "spin_multiplicity": 1, "total_charge": 1, "e_homo_ev": -13.72, "e_lumo_ev": -3.416, "species": ["C", "C", "N", "H", "H", "H", "H", "H", "H", "H", "H", "O", "H", "H", "O", "H", "H", "O"], "xyz": [[-0.29362, 1.58864, -0.56301], [-1.58386, 1.55492, -0.31080], [0.39225, 0.27138, -0.59400], [0.23677, 2.46325, -0.89770], [-2.21020, 2.43788, -0.27238], [-2.20124, 0.67776, -0.17323], [-0.28738, -0.43591, -0.83067], [1.29090, 0.30657, -1.00351], [0.70404, -0.01322, 0.34962], [0.81027, -0.37467, -4.40430], [0.60713, 0.84475, -3.69756], [1.01561, -0.01944, -3.52732], [-1.75334, -4.89422, -0.28885], [-0.84729, -5.99464, -0.44153], [-0.88521, -5.15572, 0.03742], [2.23793, 2.78650, 5.57821], [1.05084, 1.87614, 5.85119], [1.71641, 2.08003, 5.18842]], "forces_ev_per_angstrom": [[-0.943, -0.516, -0.234], [-0.770, 0.555, -0.074], [-0.209, 0.782, 2.795], [0.476, -0.076, 0.327], [0.445, 0.282, -0.128], [0.423, -0.462, 0.222], [0.352, -0.604, -1.113], [0.861, -0.460, -2.136], [-0.536, 0.373, 0.258], [0.434, -0.793, 0.182], [0.284, 0.172, 0.538], [-0.787, 0.721, -0.587], [-0.157, 0.553, 0.353], [0.675, -0.180, 0.303], [-0.533, -0.336, -0.670], [0.064, 0.041, 0.025], [-0.012, -0.023, 0.050], [-0.067, -0.029, -0.112]]}

[6]
{"formula": "C2H12NO4", "method": "ωB97M-V with the def2-TZVPD basis set", "e_tot_ha": -438.87271, "orbital_gap_ev": 11.26, "spin_multiplicity": 1, "total_charge": 1, "e_homo_ev": -14.34, "e_lumo_ev": -3.076, "species": ["O", "C", "C", "N", "H", "H", "H", "H", "H", "H", "H", "H", "O", "H", "H", "O", "H", "H", "O"], "xyz": [[2.59444, 1.19993, 0.65618], [1.74062, 0.79617, 1.39776], [0.48619, 0.15910, 0.87003], [0.62264, 0.04811, -0.61827], [1.76770, 0.90214, 2.49388], [0.44596, -0.83529, 1.32527], [-0.45279, 0.66685, 1.02819], [1.48084, -0.41152, -0.89490], [-0.18635, -0.42380, -1.02889], [0.51021, 1.04727, -0.86268], [-0.02833, 3.51648, -0.00913], [-1.25664, 2.61264, -0.43328], [-0.39251, 2.64023, 0.01512], [-2.96788, -0.56378, -1.96456], [-2.03691, -1.16908, -0.88099], [-2.04515, -0.67972, -1.70738], [-0.35476, -3.45703, 0.86312], [0.16553, -3.28827, -0.50498], [-0.09280, -2.76043, 0.25553]], "forces_ev_per_angstrom": [[0.075, -0.273, 0.165], [-0.543, 1.005, 0.043], [0.392, -1.618, -0.089], [-1.144, 0.554, 0.824], [0.273, -0.047, -0.010], [-0.183, 0.017, -0.294], [0.132, 0.319, 0.565], [0.360, 0.378, -0.222], [0.028, -0.131, -0.102], [0.747, -0.170, -0.651], [-0.033, 0.789, -0.216], [0.493, 0.607, 0.242], [-0.546, -1.190, -0.351], [0.116, -0.069, 0.064], [-0.504, -0.373, 0.087], [0.421, 0.244, 0.113], [-0.171, 0.057, 0.462], [0.136, 0.054, -0.371], [-0.051, -0.153, -0.259]]}

[7]
{"formula": "C2H12O3", "method": "ωB97M-V with the def2-TZVPD basis set", "e_tot_ha": -309.09970, "orbital_gap_ev": 11.26, "smiles": "CC.O.O.O", "spin_multiplicity": 1, "e_homo_ev": -10.77, "e_lumo_ev": 0.488, "species": ["C", "C", "H", "H", "H", "H", "H", "H", "O", "H", "H", "O", "H", "H", "O", "H", "H"], "xyz": [[0.31331, 0.95181, -1.29729], [-0.84708, 0.09545, -1.83893], [0.85536, 1.23801, -2.20285], [0.04779, 1.87076, -0.78893], [0.80166, 0.35240, -0.52787], [-1.46865, 0.68601, -2.52054], [-1.50935, -0.26046, -1.05418], [-0.51406, -0.78721, -2.37401], [-1.01531, -0.54813, 2.00788], [-1.37359, -0.88623, 2.83826], [-0.62030, -1.32990, 1.58829], [0.73017, -2.16327, 0.62936], [0.65451, -2.11386, -0.32573], [1.68010, -2.14917, 0.79371], [0.68452, 1.95663, 1.42722], [0.04336, 1.38385, 1.85746], [1.53756, 1.70332, 1.78814]], "forces_ev_per_angstrom": [[-0.769, -0.708, -0.687], [-0.616, 0.787, 0.334], [0.818, -0.191, 0.526], [-0.506, -0.042, -0.090], [0.747, 0.244, -0.465], [0.054, -0.179, -0.033], [-0.082, 0.032, 0.245], [0.305, -0.087, -0.209], [-0.226, -0.182, 0.396], [-0.027, 0.192, -0.139], [0.239, 0.306, -0.080], [0.294, -0.260, -0.039], [-0.135, 0.050, -0.225], [-0.129, 0.035, 0.112], [0.204, 0.402, 0.247], [-0.152, -0.380, 0.028], [-0.021, -0.017, 0.079]]}

[8]
{"formula": "C2H12O3S", "method": "ωB97M-V with the def2-TZVPD basis set", "e_tot_ha": -707.27791, "orbital_gap_ev": 8.54, "smiles": "CSC.O.O.O", "spin_multiplicity": 1, "e_homo_ev": -8.30, "e_lumo_ev": 0.243, "species": ["C", "S", "C", "H", "H", "H", "H", "H", "H", "O", "H", "H", "O", "H", "H", "O", "H", "H"], "xyz": [[-1.19640, 1.05799, -1.31279], [-0.93013, 2.66987, -0.42861], [0.25890, 2.10212, 0.83922], [-0.52811, 1.06345, -2.16299], [-2.23686, 0.93983, -1.59324], [-0.96079, 0.35664, -0.51944], [-0.15013, 1.21710, 1.32855], [1.27044, 1.83859, 0.53471], [0.33653, 2.93843, 1.53382], [1.52850, -1.43161, -2.67599], [1.45613, -2.13079, -2.04264], [0.62271, -1.30960, -2.96881], [-0.53851, -0.87745, 2.31858], [-1.19357, -1.25069, 2.93913], [0.01412, -0.27740, 2.85472], [0.86528, -2.02983, 0.19566], [0.17001, -1.94171, 0.87966], [1.21188, -2.93493, 0.28047]], "forces_ev_per_angstrom": [[0.210, 1.158, 0.977], [0.207, -0.568, -0.103], [-0.292, 0.074, 0.066], [0.061, -0.523, -0.061], [-0.062, 0.168, -0.118], [0.168, -0.561, -0.479], [-0.128, 0.285, 0.085], [-0.074, 0.178, -0.605], [-0.055, -0.130, 0.150], [0.097, 0.487, -0.832], [-0.036, -0.441, 0.823], [-0.074, 0.119, -0.064], [-0.308, 0.017, 0.908], [0.448, 0.327, -0.395], [-0.325, -0.481, -0.358], [-0.158, -0.691, 0.182], [0.567, 0.066, -0.297], [-0.245, 0.517, 0.121]]}

[9]
{"formula": "C2H12O3S2", "method": "ωB97M-V with the def2-TZVPD basis set", "e_tot_ha": -1105.43430, "orbital_gap_ev": 8.69, "smiles": "CSSC.O.O.O", "spin_multiplicity": 1, "e_homo_ev": -8.30, "e_lumo_ev": 0.390, "species": ["C", "S", "S", "C", "H", "H", "H", "H", "H", "H", "O", "H", "H", "O", "H", "H", "O", "H", "H"], "xyz": [[2.17562, -0.85163, 0.14759], [1.17594, -1.56351, -1.28076], [0.33848, 0.10473, -2.26630], [1.02730, 1.37370, -1.25419], [2.34819, -1.85285, 0.80277], [1.37010, -0.27279, 0.68509], [3.17003, -0.48068, -0.12336], [2.02307, 1.66730, -1.63470], [0.96865, 1.29977, -0.17922], [0.42196, 2.28342, -1.50143], [-0.17157, 0.57398, 2.60412], [-0.58503, -0.31538, 2.32438], [-0.43037, 1.15809, 1.89318], [-2.97593, 1.44565, 0.58735], [-2.67601, 0.60830, 0.25777], [-3.83890, 1.40983, 0.31928], [-1.66684, -2.09765, -0.10776], [-0.93136, -1.62886, -0.59613], [-1.74331, -2.86141, -0.67769]], "forces_ev_per_angstrom": [[-1.678, -3.144, 1.186], [1.317, -0.069, 0.219], [-0.066, -0.514, 0.327], [-0.061, 2.804, -1.149], [-0.408, 2.307, -1.504], [1.940, -0.284, -0.137], [-0.702, 0.458, 0.074], [-0.191, -0.466, 0.655], [0.048, -0.280, -0.017], [0.214, -0.670, 0.159], [-0.673, -2.458, -0.639], [0.868, 2.026, 0.756], [-0.330, 0.411, -0.184], [3.063, 0.341, 0.992], [0.738, -0.852, -0.170], [-3.715, 0.380, -0.871], [0.831, 1.018, -0.679], [-0.842, -0.471, 0.972], [-0.352, -0.538, 0.012]]}

[10]
{"formula": "C2H12O5", "method": "ωB97M-V with the def2-TZVPD basis set", "e_tot_ha": -459.50059, "orbital_gap_ev": [2.80, 9.79], "s2": 0.750, "spin_multiplicity": 2, "total_charge": -1, "e_homo_ev": [0.82, -6.33], "e_lumo_ev": [3.621, 3.457], "species": ["C", "C", "O", "H", "H", "H", "H", "H", "H", "O", "H", "H", "O", "H", "H", "O", "H", "H", "O"], "xyz": [[2.61003, 0.32914, 1.36043], [1.60110, -0.49301, 1.17066], [1.20007, -0.62714, -0.16517], [2.82837, 0.61777, 2.43493], [3.00050, 0.87971, 0.56059], [0.80392, -0.48189, 1.95535], [0.86056, -1.41301, -0.56612], [-1.27560, -1.86784, -0.35829], [-0.13568, -1.65548, -1.59887], [-0.56303, -2.20648, -0.97890], [-1.66951, -0.92774, 1.51615], [-2.06253, -0.00462, 0.38175], [-2.18873, -0.92407, 0.69390], [-2.59283, 2.64503, 0.13906], [-1.24281, 1.94877, -0.26254], [-2.05185, 1.86368, 0.26494], [0.74732, 2.44731, -2.07026], [1.13002, 1.13566, -1.37064], [0.39623, 1.60146, -1.80823]], "forces_ev_per_angstrom": [[0.077, 0.280, 3.169], [-2.045, 0.782, -1.540], [1.637, 2.101, 1.220], [-0.168, -0.200, -1.523], [1.178, 0.292, -0.999], [0.794, -1.244, -0.552], [-0.394, -1.440, 1.416], [0.900, 0.879, -1.093], [-0.859, 1.520, -1.278], [-0.905, -2.944, 1.014], [-0.301, -0.057, -0.293], [-0.388, 0.198, -0.058], [0.355, -0.053, 0.556], [0.050, 0.309, -0.272], [0.201, 0.421, -0.386], [0.130, -0.855, 0.477], [0.322, 0.913, -0.250], [-0.179, 0.059, 0.062], [-0.405, -0.960, 0.329]]}

What is the formula in the first record?
C2H12N2O4